(1)
The following is a quantum chemistry calculation of a cluster of 11 separate species, C28H55ClF8N10O21P in total at a distorted geometry, from the Open Molecules 2025 dataset.

Output
Charge: -1
Kohn-Sham gap in eV: 6.050
Highest occupied orbital energy in eV: -4.56
Spin multiplicity: 1

The geometry in XYZ format:
```
124
C28H55ClF8N10O21P, DFT ωB97M-V with the def2-TZVPD basis set
C 0.716 -3.581 -0.724
C 1.237 -2.279 -1.504
Cl 3.045 -2.327 -1.364
C 0.493 -1.066 -0.831
P 0.831 0.678 -1.572
C -0.966 1.313 -1.313
C -1.731 1.013 -0.004
C -1.886 2.322 0.916
O -3.111 0.629 -0.343
C -3.731 -0.051 0.727
C -5.027 -0.735 0.143
C -6.063 -1.221 1.050
C -7.248 -1.885 0.517
C -7.372 -2.064 -0.923
C -6.362 -1.566 -1.845
C -5.187 -0.905 -1.291
C 0.373 0.144 -3.357
C 1.686 -0.199 -4.186
F -0.652 -0.848 -3.492
C 1.502 1.462 0.079
F 1.005 1.049 1.308
F 1.139 2.847 0.020
C 3.081 1.584 0.209
F 3.280 2.668 1.094
F 3.689 2.020 -0.944
C 3.875 0.378 0.830
F 4.634 0.846 1.899
F 3.170 -0.650 1.331
F 4.829 -0.013 -0.075
H -0.187 -4.027 -1.201
H 0.599 -3.369 0.368
H 1.559 -4.325 -0.796
H 0.976 -2.475 -2.565
H -0.602 -1.309 -0.974
H 0.689 -1.186 0.261
H 2.182 0.234 -1.840
H 1.145 1.983 -2.165
H -0.921 2.434 -1.437
H -1.661 1.032 -2.156
H -1.357 0.219 0.683
H -1.267 2.141 1.842
H -1.461 3.235 0.443
H -2.940 2.492 1.240
H -3.117 -0.872 1.179
H -4.104 0.647 1.525
H -5.959 -1.082 2.153
H -8.034 -2.285 1.188
H -8.260 -2.590 -1.343
H -6.421 -1.692 -2.945
H -4.406 -0.528 -1.982
H -0.023 1.070 -3.873
H 2.105 -1.201 -3.945
H 1.400 -0.164 -5.274
H 2.382 0.656 -4.019
C -11.426 -1.250 2.851
N -10.454 -0.950 1.765
O -9.804 0.070 1.863
O -10.384 -1.754 0.855
H -11.381 -0.454 3.589
H -12.414 -1.305 2.401
H -11.141 -2.202 3.292
C 3.493 4.317 3.425
N 3.680 5.626 4.105
O 2.991 5.858 5.086
O 4.510 6.378 3.636
H 2.728 3.757 3.950
H 3.188 4.520 2.402
H 4.444 3.793 3.456
C 0.419 7.414 6.344
N -0.613 6.952 5.379
O -1.330 6.031 5.722
O -0.666 7.532 4.312
H 0.350 6.811 7.244
H 1.391 7.290 5.871
H 0.217 8.460 6.563
C 2.904 -0.054 4.761
N 3.096 1.253 5.446
O 2.407 1.484 6.426
O 3.928 2.000 4.977
H 2.135 -0.613 5.286
H 2.601 0.154 3.737
H 3.855 -0.581 4.791
C -1.798 -3.169 -6.105
N -0.427 -3.113 -5.534
O -0.110 -3.983 -4.737
O 0.282 -2.201 -5.900
H -2.315 -4.029 -5.690
H -2.303 -2.248 -5.833
H -1.700 -3.261 -7.182
C 4.058 1.157 9.498
N 4.940 -0.005 9.783
O 4.703 -1.047 9.203
O 5.842 0.170 10.582
H 3.306 0.858 8.775
H 3.595 1.454 10.437
H 4.683 1.952 9.098
C 4.506 -0.188 -7.654
N 3.715 0.990 -7.210
O 2.919 1.462 -8.002
O 3.923 1.394 -6.087
H 4.218 -0.438 -8.671
H 5.557 0.087 -7.606
H 4.281 -1.007 -6.975
C 8.296 -0.191 8.227
N 7.676 0.700 7.209
O 6.975 1.611 7.613
O 7.914 0.452 6.045
H 7.997 0.147 9.215
H 7.938 -1.200 8.040
H 9.375 -0.127 8.106
C 0.558 -7.513 -6.632
N -0.105 -6.664 -7.658
O -0.802 -5.754 -7.261
O 0.102 -6.947 -8.824
H 0.285 -7.145 -5.647
H 0.209 -8.533 -6.775
H 1.632 -7.437 -6.789
C -4.734 -0.357 -8.760
N -3.776 -1.290 -8.111
O -2.611 -1.213 -8.442
O -4.235 -2.065 -7.290
H -4.191 0.270 -9.461
H -5.479 -0.959 -9.275
H -5.188 0.245 -7.975
```

***

(2)
The following is a quantum chemistry calculation of a structure of composition C28H55HgO2Si4 at a distorted geometry, from the Open Molecules 2025 dataset.

Output
Charge: -1
Kohn-Sham gap in eV: 5.036
Highest occupied orbital energy in eV: -2.95
Spin multiplicity: 1

The geometry in XYZ format:
```
90
C28H55HgO2Si4, DFT ωB97M-V with the def2-TZVPD basis set
O -0.086 -0.497 -7.525
C -0.255 0.806 -8.178
C -0.495 0.203 -9.574
H 0.665 1.411 -8.111
H -1.126 1.346 -7.774
C -0.279 -1.149 -8.817
H 0.285 0.434 -10.314
H -1.516 0.337 -9.961
C 0.956 -1.887 -9.303
H 1.829 -1.223 -9.340
H 0.775 -2.281 -10.313
H 1.166 -2.739 -8.646
C -1.500 -2.049 -8.832
H -2.398 -1.500 -8.521
H -1.336 -2.902 -8.163
H -1.659 -2.440 -9.846
Hg -0.029 0.127 1.031
C -2.854 -1.316 1.594
C -2.510 0.062 1.744
C -2.581 0.677 0.438
H -2.411 0.596 2.686
C -3.005 -0.322 -0.471
C -3.145 -1.541 0.236
H -3.485 -2.485 -0.196
H -2.899 -2.054 2.402
H -2.428 1.736 0.219
H -3.258 -0.159 -1.520
C 0.635 -2.576 1.870
C -0.131 -3.373 0.997
C 0.331 -3.158 -0.339
H -0.937 -4.042 1.285
C 1.370 -2.204 -0.309
C 1.549 -1.784 1.060
H 2.388 -1.198 1.426
H 0.561 -2.535 2.955
H -0.031 -3.681 -1.218
H 1.988 -1.890 -1.143
O -0.215 -0.216 -1.833
C -0.637 -1.070 -2.920
C -0.934 -0.189 -4.125
H -1.484 -1.684 -2.584
H 0.187 -1.759 -3.144
C -0.047 1.032 -3.868
H -1.984 0.119 -4.076
H -0.738 -0.663 -5.089
C -0.074 1.125 -2.355
H -0.387 1.940 -4.363
H 0.969 0.801 -4.195
H -0.945 1.709 -2.024
H 0.817 1.578 -1.906
C -2.579 -0.003 5.166
Si -0.724 -0.372 5.172
C -0.030 0.373 6.768
C -0.583 -2.252 5.304
Si 0.547 0.650 3.449
Si 0.036 2.897 3.096
C 0.862 3.792 4.531
C 0.775 3.461 1.443
C -1.810 3.288 3.121
Si 2.843 0.379 3.908
C 3.306 1.231 5.532
C 3.270 -1.452 4.116
C 3.849 1.154 2.508
H -3.002 -0.371 6.116
H -3.115 -0.513 4.353
H -2.801 1.070 5.095
H -0.699 0.071 7.592
H 0.985 0.015 6.992
H -0.004 1.473 6.741
H -1.082 -2.764 4.468
H 0.455 -2.612 5.344
H -1.079 -2.584 6.233
H 1.959 3.746 4.476
H 0.548 4.848 4.479
H 0.548 3.388 5.505
H 0.299 2.967 0.579
H 0.609 4.545 1.327
H 1.857 3.268 1.378
H -2.363 2.851 2.278
H -2.289 2.955 4.052
H -1.920 4.384 3.056
H 2.798 0.775 6.392
H 4.393 1.105 5.669
H 3.085 2.306 5.525
H 3.157 -2.045 3.197
H 4.325 -1.524 4.430
H 2.658 -1.924 4.899
H 3.666 0.679 1.533
H 3.649 2.230 2.401
H 4.923 1.038 2.731
```

***

(3)
The following is a quantum chemistry calculation of a structure of composition C28H55O2Si4SnTe at a distorted geometry, from the Open Molecules 2025 dataset.

Output
Charge: +1
Kohn-Sham gap (alpha / beta) in eV: 5.042 / 5.093
Highest occupied orbital energy (alpha / beta) in eV: -8.41 / -8.33
Spin multiplicity: 1

The geometry in XYZ format:
```
91
C28H55O2Si4SnTe, DFT ωB97M-V with the def2-TZVPD basis set
O 0.561 0.312 -7.971
C 0.364 1.625 -8.597
C 0.115 1.048 -10.001
H 1.265 2.250 -8.516
H -0.502 2.144 -8.159
C 0.342 -0.324 -9.273
H 0.883 1.298 -10.746
H -0.906 1.191 -10.384
C 1.579 -1.077 -9.745
H 2.452 -0.412 -9.760
H 1.434 -1.490 -10.756
H 1.780 -1.914 -9.062
C -0.886 -1.224 -9.243
H -1.765 -0.659 -8.908
H -0.710 -2.057 -8.549
H -1.097 -1.646 -10.238
Sn 0.001 0.012 -0.393
C -2.102 -0.534 1.288
C -1.912 0.951 1.455
C -1.844 1.554 0.128
H -1.544 1.507 2.386
C -2.210 0.540 -0.827
C -2.290 -0.739 -0.138
H -2.593 -1.696 -0.589
H -2.026 -1.298 2.059
H -1.658 2.627 -0.054
H -2.487 0.724 -1.864
C 1.239 -1.642 1.572
C 0.325 -2.332 0.658
C 0.844 -2.108 -0.681
H -0.546 -2.914 0.955
C 1.996 -1.207 -0.589
C 2.244 -0.880 0.788
H 2.923 -0.131 1.191
H 1.114 -1.595 2.688
H 0.505 -2.644 -1.573
H 2.642 -0.900 -1.428
O 0.369 0.628 -2.249
C -0.067 -0.324 -3.303
C -0.359 0.622 -4.424
H -0.917 -0.911 -2.910
H 0.821 -0.950 -3.439
C 0.568 1.822 -4.160
H -1.404 0.941 -4.368
H -0.178 0.134 -5.372
C 0.512 2.019 -2.679
H 0.251 2.721 -4.670
H 1.588 1.568 -4.465
H -0.381 2.551 -2.332
H 1.419 2.377 -2.176
C -3.353 -0.154 4.595
Si -1.891 -1.092 5.260
C -1.810 -1.045 7.120
C -1.810 -2.826 4.597
Si -0.015 -0.009 4.721
Te 0.263 0.453 2.394
Si -0.001 2.182 5.261
C 0.000 2.090 7.122
C 1.544 2.981 4.598
C -1.543 2.981 4.598
Si 1.888 -1.087 5.267
C 1.810 -1.045 7.123
C 1.811 -2.827 4.601
C 3.351 -0.155 4.596
H -4.233 -0.690 4.976
H -3.356 -0.156 3.498
H -3.361 0.873 4.970
H -2.713 -1.566 7.457
H -0.925 -1.570 7.487
H -1.822 -0.016 7.487
H -1.815 -2.832 3.501
H -0.924 -3.347 4.971
H -2.714 -3.321 4.975
H 0.897 1.585 7.487
H 0.000 3.133 7.457
H -0.897 1.585 7.487
H 1.538 2.984 3.501
H 1.520 4.012 4.976
H 2.439 2.473 4.970
H -1.542 2.993 3.504
H -2.438 2.475 4.972
H -1.519 4.011 4.977
H 0.924 -1.570 7.488
H 2.714 -1.567 7.458
H 1.821 -0.015 7.488
H 1.821 -2.839 3.504
H 2.715 -3.319 4.977
H 0.924 -3.347 4.971
H 3.356 -0.159 3.499
H 3.360 0.874 4.969
H 4.233 -0.690 4.976
```

***

no.,E_tot (eV)
1,-131346.817
2,-69708.331
3,-78645.380